Molecular formula: ArH20O10
Method: DFT, ωB97M-V/def2-TZVPD

CARTESIAN COORDINATES (ANGSTROEM)
1 Ar 0.1947 -0.4550 -0.4439
2 O -3.1292 -2.4147 0.2478
3 H -2.6108 -2.3065 1.0452
4 H -2.6808 -3.1071 -0.2378
5 O -2.4351 0.7946 1.6515
6 H -3.3850 0.7245 1.7463
7 H -2.2701 1.7344 1.5763
8 O 1.6066 0.0829 2.5913
9 H 1.6594 0.9312 2.1510
10 H 0.6885 0.0035 2.8502
11 O 3.5871 -1.0617 -2.0106
12 H 3.0605 -1.3186 -1.2537
13 H 3.1162 -0.3196 -2.3899
14 O 3.1598 -1.6808 0.9182
15 H 2.6161 -1.0739 1.4204
16 H 4.0061 -1.6712 1.3653
17 O 1.9398 2.3545 0.8910
18 H 2.8174 2.5394 1.2256
19 H 1.8473 2.9279 0.1301
20 O -0.0997 -1.3352 -4.0242
21 H 0.1991 -2.2076 -3.7678
22 H 0.6737 -0.9189 -4.4048
23 O -0.8840 -0.3117 3.5233
24 H -0.8975 0.2342 4.3094
25 H -1.1579 0.2754 2.8186
26 O -0.3391 2.1165 -3.0320
27 H -0.8617 1.7425 -3.7414
28 H 0.4366 1.5576 -2.9850
29 O -3.9529 0.5243 -0.7743
30 H -3.6940 1.3528 -1.1779
31 H -3.2112 0.2863 -0.2179

Atomic forces in eV per Å
-0.032 -0.004 -0.034
-0.198 0.191 -0.001
0.182 0.012 0.278
0.090 -0.150 -0.175
0.320 0.112 -0.130
-0.431 -0.131 0.129
0.017 0.377 -0.193
1.017 0.024 -0.189
0.016 0.266 -0.342
-0.497 -0.546 0.463
0.151 0.017 -0.526
-0.011 -0.181 0.712
-0.040 0.170 -0.076
0.191 -0.381 -0.586
-0.597 0.410 0.561
0.204 -0.052 0.003
-0.079 0.003 0.112
0.334 0.071 0.090
-0.160 0.097 -0.240
-0.226 0.272 0.022
0.073 -0.245 0.113
0.230 0.007 -0.163
0.391 -0.368 0.433
-0.002 0.034 0.356
-0.850 0.072 -0.423
0.033 0.352 0.157
-0.196 -0.175 -0.152
0.105 -0.218 0.070
-0.471 0.085 -0.081
0.067 0.189 -0.180
0.369 -0.312 -0.010

The value obtained for the LUMO energy is -0.001 Eh. The relative energy (zero: lowest compared OMol25 entry of this formula, charge and spin) is 80.6 kJ/mol. As for the energy: -1291.8888 Ha. The HOMO energy is -10.84 eV.

These are the Mulliken partial charges, in e, on atoms 1 to 8: atom 1 (Ar): 0.014, atom 2 (O): -0.612, atom 3 (H): 0.310, atom 4 (H): 0.299, atom 5 (O): -0.725, atom 6 (H): 0.333, atom 7 (H): 0.313, atom 8 (O): -0.759

---

Molecular formula: ArH20O10
Method: DFT, ωB97M-V/def2-TZVPD

CARTESIAN COORDINATES (ANGSTROEM)
1 Ar 0.6486 0.1158 -0.2236
2 O -2.4532 1.6294 -0.2674
3 H -1.7845 1.7084 -0.9477
4 H -3.1818 2.1633 -0.5840
5 O 1.4729 3.0914 2.9300
6 H 1.8836 3.5053 2.1708
7 H 1.7942 2.1899 2.9148
8 O -0.5999 -2.6204 -1.4271
9 H 0.1958 -2.7819 -0.9201
10 H -1.3025 -2.6188 -0.7770
11 O 2.3706 0.4222 2.8974
12 H 3.0355 -0.0894 3.3583
13 H 1.8164 -0.2321 2.4720
14 O 0.1416 -1.5046 3.0438
15 H 0.0773 -0.9936 3.8506
16 H -0.5943 -1.2044 2.5103
17 O -2.0819 -1.0686 1.5513
18 H -2.7941 -0.7204 2.0876
19 H -2.0336 -0.4751 0.8018
20 O 0.2527 -2.2512 -4.1434
21 H -0.0330 -2.2387 -3.2300
22 H -0.2524 -1.5544 -4.5625
23 O -1.2281 1.4712 -3.2067
24 H -1.0673 0.7979 -3.8678
25 H -0.3604 1.6799 -2.8608
26 O 1.8841 -3.4084 -0.2668
27 H 2.2815 -3.0083 0.5067
28 H 1.7978 -4.3344 -0.0405
29 O -0.0432 3.7419 -1.3589
30 H 0.6330 4.3146 -1.7208
31 H -0.4755 4.2735 -0.6905

Atomic forces in eV per Å
0.053 0.082 0.015
-0.023 -0.229 0.540
0.213 0.006 -0.447
-0.189 0.049 -0.107
-0.300 0.583 0.087
0.064 0.102 -0.136
0.217 -0.592 0.070
-0.403 0.128 -0.302
0.703 -0.195 0.265
-0.296 0.032 0.072
0.333 0.259 -0.039
0.192 0.005 0.171
-0.568 -0.386 -0.049
0.954 -0.229 0.282
0.071 0.114 0.262
-0.745 0.032 -0.538
0.088 -0.348 0.016
-0.252 0.088 0.121
-0.061 0.530 -0.409
0.300 0.085 -0.517
-0.284 -0.173 0.634
-0.086 0.038 -0.167
-0.235 0.076 0.105
-0.039 -0.205 -0.114
0.310 0.247 0.129
-0.072 0.144 -0.169
0.084 0.200 0.234
-0.048 -0.321 -0.009
0.011 -0.286 -0.114
0.183 0.124 -0.143
-0.176 0.039 0.260

The value obtained for the LUMO energy is 0.009 Eh. The relative energy (zero: lowest compared OMol25 entry of this formula, charge and spin) is 26.5 kJ/mol. As for the energy: -1291.9094 Ha. The HOMO energy is -10.77 eV.

These are the Mulliken partial charges, in e, on atoms 1 to 8: atom 1 (Ar): -0.003, atom 2 (O): -0.610, atom 3 (H): 0.308, atom 4 (H): 0.293, atom 5 (O): -0.630, atom 6 (H): 0.299, atom 7 (H): 0.388, atom 8 (O): -0.690

---

Molecular formula: ArH22O11
Method: DFT, ωB97M-V/def2-TZVPD

CARTESIAN COORDINATES (ANGSTROEM)
1 Ar 0.7282 -0.8114 -0.5072
2 O -2.4139 1.7794 -0.1008
3 H -2.5487 2.5067 -0.7084
4 H -2.6314 0.9983 -0.6095
5 O -2.4501 -2.3378 -0.7860
6 H -3.1759 -2.8884 -0.4922
7 H -1.7871 -2.9572 -1.0908
8 O 1.5862 -0.0362 2.9302
9 H 0.6966 0.2539 2.7283
10 H 2.1278 0.3559 2.2452
11 O -1.0530 0.5199 2.3004
12 H -1.5637 1.0815 1.7174
13 H -1.3700 -0.3650 2.1196
14 O 1.1702 -2.7698 2.9734
15 H 1.1598 -3.1078 3.8689
16 H 1.4391 -1.8557 3.0651
17 O 0.4881 2.4836 -0.7882
18 H -0.3431 2.1035 -0.5040
19 H 1.0942 2.2989 -0.0707
20 O -1.7833 -2.1631 1.9997
21 H -2.0442 -2.2291 1.0812
22 H -0.8844 -2.4915 2.0181
23 O 1.4784 2.2087 -3.4986
24 H 0.6803 1.7540 -3.7681
25 H 1.3006 2.4948 -2.6027
26 O 3.7342 -0.7830 -3.0989
27 H 2.9370 -0.4337 -2.7006
28 H 3.5288 -0.8460 -4.0317
29 O 2.6879 2.0136 0.8289
30 H 2.8788 2.7944 1.3487
31 H 3.5337 1.7571 0.4616
32 O -2.8096 -0.1820 -2.2443
33 H -3.7647 -0.1410 -2.2923
34 H -2.6272 -1.0054 -1.7915

Atomic forces in eV per Å
-0.007 -0.059 -0.007
0.283 0.283 0.616
-0.083 0.262 -0.113
-0.030 -0.508 -0.617
0.081 -0.255 0.302
-0.462 -0.200 -0.010
0.394 -0.222 -0.185
0.745 -0.407 0.422
-0.914 0.347 -0.168
0.205 0.204 -0.235
0.358 0.569 0.222
-0.124 0.435 -0.266
-0.300 -0.864 0.110
-0.409 -0.862 -0.254
-0.049 -0.171 0.164
0.248 1.032 -0.106
-0.150 0.320 -0.384
-0.542 -0.166 0.047
0.538 -0.104 0.200
-0.370 0.165 0.243
-0.021 0.098 -0.368
0.748 -0.274 0.377
0.424 -0.137 -0.592
-0.202 -0.051 -0.015
-0.286 0.050 0.626
0.242 -0.230 0.176
-0.230 0.251 0.055
-0.023 0.066 -0.226
-0.065 -0.208 0.244
0.003 0.274 0.252
0.231 -0.139 -0.297
-0.021 1.007 -0.255
-0.282 0.019 -0.193
0.069 -0.522 0.234

The value obtained for the LUMO energy is -0.009 Eh. The relative energy (zero: lowest compared OMol25 entry of this formula, charge and spin) is 0.9 kJ/mol. As for the energy: -1368.3726 Ha. The HOMO energy is -10.77 eV.

These are the Mulliken partial charges, in e, on atoms 1 to 8: atom 1 (Ar): 0.007, atom 2 (O): -0.675, atom 3 (H): 0.287, atom 4 (H): 0.352, atom 5 (O): -0.811, atom 6 (H): 0.328, atom 7 (H): 0.331, atom 8 (O): -0.688

---

Molecular formula: ArH24O12
Method: DFT, ωB97M-V/def2-TZVPD

CARTESIAN COORDINATES (ANGSTROEM)
1 Ar -0.4600 -0.6516 0.5074
2 O -2.3161 1.4819 2.7095
3 H -1.7762 0.7160 2.9046
4 H -2.5386 1.8435 3.5673
5 O -2.5895 1.0764 -1.3155
6 H -2.9257 1.5220 -2.0931
7 H -3.3728 0.8015 -0.8389
8 O -0.9153 0.2041 -3.5614
9 H -1.2473 0.2010 -2.6636
10 H -1.3200 -0.5612 -3.9696
11 O 2.1955 1.6629 -1.7867
12 H 1.3707 1.9365 -1.3853
13 H 2.8711 1.9819 -1.1883
14 O 1.0198 -3.1459 -1.3684
15 H 1.0920 -2.2504 -1.6988
16 H 1.9242 -3.4541 -1.3107
17 O 2.1596 0.8416 3.2029
18 H 1.3405 0.3501 3.1426
19 H 2.5322 0.7961 2.3224
20 O -1.5845 -3.4658 -2.5673
21 H -0.8450 -3.5806 -1.9705
22 H -2.2276 -2.9704 -2.0601
23 O -0.3170 2.7888 -0.9527
24 H -0.9414 2.0684 -0.8678
25 H -0.2439 3.1485 -0.0687
26 O -0.1113 3.2242 1.6138
27 H -0.8006 2.6489 1.9458
28 H 0.6116 3.1138 2.2315
29 O -0.3333 -0.7481 3.5091
30 H -1.1288 -1.2804 3.5196
31 H 0.3476 -1.3405 3.1902
32 O 1.7215 -0.8685 -3.0595
33 H 0.8394 -0.6968 -3.3890
34 H 1.9315 -0.1026 -2.5251
35 O 1.7451 -2.2843 2.3358
36 H 1.9564 -3.2050 2.1809
37 H 2.3362 -1.8019 1.7577

Atomic forces in eV per Å
-0.020 0.050 -0.276
-0.076 0.268 -0.371
0.468 -0.379 0.075
-0.116 0.164 0.242
0.124 -0.249 -0.006
-0.030 0.311 -0.339
-0.139 -0.105 0.305
0.245 0.098 -0.318
-0.200 0.017 0.466
-0.196 -0.311 -0.181
0.644 -0.511 -0.163
-0.994 0.559 0.154
0.231 0.066 0.024
-0.330 -0.578 0.695
0.291 0.677 -0.671
0.134 -0.120 -0.156
0.210 0.247 0.036
-0.407 -0.025 0.150
0.154 0.091 -0.225
-0.437 0.107 -0.357
0.676 -0.069 0.189
-0.210 0.044 0.108
0.387 -0.195 -1.114
-0.423 -0.177 -0.015
0.199 0.216 0.627
0.225 0.412 0.282
-0.660 -0.367 0.264
0.339 -0.020 0.139
-0.509 0.614 0.425
-0.168 -0.237 0.091
0.520 -0.660 -0.297
0.278 -1.052 0.280
-0.428 0.373 -0.251
0.235 0.781 0.155
-0.071 0.071 0.179
-0.085 -0.290 0.006
0.136 0.180 -0.152

The value obtained for the LUMO energy is -0.005 Eh. The relative energy (zero: lowest compared OMol25 entry of this formula, charge and spin) is 69.4 kJ/mol. As for the energy: -1444.8044 Ha. The HOMO energy is -10.76 eV.

These are the Mulliken partial charges, in e, on atoms 1 to 8: atom 1 (Ar): 0.022, atom 2 (O): -0.658, atom 3 (H): 0.325, atom 4 (H): 0.313, atom 5 (O): -0.581, atom 6 (H): 0.291, atom 7 (H): 0.236, atom 8 (O): -0.679

---

What is the formula in the second record? ArH20O10

---

Which of these has the lowest LUMO energy? ArH22O11

---

What is the LUMO energy in the fourth record? -0.005 Eh